Here is a single C4H6N2O molecule from OMol25. Energies are from wB97M-V/def2-TZVPD.

XYZ file:
```
13
Properties=species:S:1:pos:R:3:forces:R:3:mulliken_charge:R:1
N -1.8191 1.0191 -0.4112 0.110 -0.123 0.111 -0.53
C -0.5364 0.4905 -0.2406 0.200 -0.074 0.007 0.66
C -0.1622 -0.8166 -0.5050 0.215 0.266 0.394 -0.13
O -0.8534 -1.9503 -0.1083 -0.268 -0.110 -0.300 -0.52
N 1.2019 -0.9159 -0.3167 -0.015 0.028 0.257 -0.02
C 1.6747 0.2548 0.1775 0.134 0.113 -0.015 -0.70
C 0.6301 1.1570 0.2295 0.093 0.120 -0.111 -0.52
H -2.5284 0.3238 -0.5902 0.031 -0.040 0.086 0.23
H -2.1137 1.6914 0.2771 0.043 0.015 0.091 0.23
H -0.5793 -1.9680 0.8241 -0.584 -0.568 -0.152 0.32
H 1.6930 -1.7855 -0.4410 0.064 0.181 0.128 0.20
H 2.7133 0.3456 0.4575 -0.071 0.225 -0.195 0.42
H 0.6794 2.1541 0.6473 0.048 -0.031 -0.301 0.36
```
Positions in Å, forces in eV/Å.

Computed properties:
LUMO ... 0.81 eV
Energy relative to the best compared isomer or geometry (same formula, charge and spin) ... 170.36 kJ/mol
Charge ... 0
E ... -9271.736 eV
Frontier orbital gap ... 8.224 eV
SMILES ... Nc1cc[nH]c1O



Here is a molecular structure, C14H9ClNO5Pt from OMol25. Energies are from wB97M-V/def2-TZVPD.

XYZ file:
```
31
Properties=species:S:1:pos:R:3:forces:R:3:mulliken_charge:R:1
Pt 0.3714 -0.5140 -0.8651 2.163 2.547 -0.296 0.61
O 0.6003 5.7724 -0.9253 -0.014 0.101 -0.033 -0.53
C 0.5406 4.4164 -0.8981 -0.066 -0.517 0.059 1.19
C -0.6721 3.7318 -0.9027 0.033 -0.052 0.062 -0.30
C -0.6616 2.3489 -0.8524 -0.340 0.117 -0.030 -0.13
N 0.4744 1.6614 -0.7787 -0.758 -0.627 -0.281 -0.35
C 1.6341 2.2995 -0.8154 0.845 -0.183 0.021 0.16
C 1.7214 3.6785 -0.8754 -0.239 0.158 0.048 -0.57
C 2.8977 1.3948 -0.8552 -0.751 1.284 0.126 0.39
O 3.9831 1.9539 -0.8047 0.301 0.021 -0.023 -0.72
O 2.6546 0.1686 -0.9689 -1.119 -2.107 0.098 -0.69
C -1.9538 1.5191 -0.9760 0.375 0.825 0.205 0.33
O -3.0229 2.1043 -0.8666 -0.137 0.138 -0.037 -0.71
O -1.7720 0.2982 -1.2355 0.556 -1.927 0.163 -0.74
H -0.2981 6.1282 -0.9226 0.144 -0.106 -0.012 0.29
H -1.6225 4.2463 -0.9552 -0.085 -0.045 0.008 0.42
H 2.6884 4.1522 -0.9084 0.131 -0.018 0.021 0.52
Cl 2.1782 -4.0955 1.1969 0.281 -0.092 -0.017 -0.27
C 0.5148 -3.6308 1.3739 -0.326 0.422 -0.478 0.49
C -0.1215 -3.9747 2.5500 -0.174 0.014 0.224 -0.57
C -1.4473 -3.6308 2.7484 0.058 0.015 -0.083 -0.32
C -2.1274 -2.9424 1.7512 -0.085 -0.019 0.253 -0.85
C -1.4950 -2.6127 0.5753 0.533 -0.062 -0.246 -0.23
C -0.1384 -2.9370 0.3345 -0.572 -0.942 0.885 0.31
C 0.4884 -2.5888 -0.9313 -0.850 1.187 -0.909 -1.01
H 0.4224 -4.5121 3.3122 0.087 -0.041 0.036 0.39
H -1.9421 -3.8998 3.6694 -0.042 -0.015 0.091 0.35
H -3.1578 -2.6567 1.9068 -0.094 0.015 -0.046 0.37
H -2.0287 -2.0763 -0.1984 -0.067 0.049 -0.053 0.34
H -0.1699 -2.7598 -1.7963 0.127 -0.489 0.264 0.33
H 1.4628 -3.0444 -1.0856 0.086 0.348 -0.021 0.51
```
Positions in Å, forces in eV/Å.

Computed properties:
LUMO (spin up / spin down) ... 2.41 / 2.41 eV
Charge ... -1
E ... -42163.218 eV
Frontier orbital gap (spin up / spin down) ... 7.511 / 7.510 eV



Here is 4 unconnected molecules or ions with the total composition H8O4 from OMol25. Energies are from wB97M-V/def2-TZVPD.

XYZ file:
```
12
Properties=species:S:1:pos:R:3:forces:R:3:mulliken_charge:R:1
O 1.0977 1.2405 0.1121 1.555 -1.649 0.380 -0.65
H 0.2411 1.2855 0.4797 -1.812 -0.228 0.902 0.36
H 1.1697 2.0263 -0.3648 0.515 1.937 -1.297 0.29
O 1.6672 -1.5116 -0.1062 1.619 -2.349 -1.313 -0.69
H 2.3887 -1.8007 -0.7437 -1.503 0.439 1.242 0.33
H 1.7448 -0.5793 -0.0805 0.062 1.964 0.124 0.36
O -1.1300 -1.5970 -0.3361 0.311 0.949 -0.124 -0.69
H -1.2477 -0.6301 -0.2678 -0.456 -0.898 0.162 0.35
H -0.1613 -1.5928 -0.2538 0.081 -0.804 -0.125 0.40
O -1.5814 0.9582 0.5525 0.098 0.281 1.278 -0.72
H -1.9654 1.2026 -0.2826 -0.782 0.365 -0.190 0.36
H -2.2235 0.9984 1.2912 0.312 -0.006 -1.039 0.30
```
Positions in Å, forces in eV/Å.

Computed properties:
LUMO ... 0.31 eV
Energy relative to the best compared isomer or geometry (same formula, charge and spin) ... 86.77 kJ/mol
Charge ... 0
E ... -8319.777 eV
Frontier orbital gap ... 10.417 eV
SMILES ... O.O.O.O